1.
This record from the OMol25 dataset describes a molecular structure, C12H32Br6N7O9P in a non-equilibrium geometry. The level of theory is ωB97M-V with the def2-TZVPD basis set.

Values from the calculation:
- E_HOMO: -8.10 eV
- Orbital gap: 8.0 eV
- Total charge: 0

The geometry in XYZ format:
```
67
C12H32Br6N7O9P (ωB97M-V with the def2-TZVPD basis set)
C 21.42415 -5.08278 1.20909
N 22.85339 -5.44317 1.28857
O 23.57041 -5.14752 0.35126
O 23.21806 -6.05550 2.26281
H 21.33033 -4.07074 0.82647
H 20.98843 -5.10825 2.19961
H 20.90141 -5.75709 0.53543
C 27.09372 -3.64396 8.57077
N 26.26885 -3.57271 7.34341
O 25.90453 -2.46358 6.97262
O 25.96893 -4.61740 6.81643
H 26.85492 -4.54273 9.12202
H 26.84928 -2.77471 9.17771
H 28.14030 -3.55951 8.29575
C 21.79646 -6.96971 5.41337
N 23.22830 -6.57988 5.63583
O 24.06439 -7.38752 5.36039
O 23.45452 -5.41561 5.93062
H 21.48180 -7.69755 6.15176
H 21.72905 -7.28421 4.38079
H 21.20623 -6.06417 5.50823
C 24.70177 -3.19907 3.97624
N 23.35789 -2.67230 4.34195
O 22.48539 -2.69307 3.49141
O 23.16589 -2.48373 5.51859
H 24.99353 -3.97934 4.67455
H 25.41579 -2.38032 4.01248
H 24.63860 -3.64809 2.99166
O 27.98214 -8.76035 2.81863
P 28.34537 -7.38341 2.46071
N 29.60098 -6.82701 3.40815
C 30.65093 -7.72221 3.83544
C 30.00417 -5.44251 3.42940
N 27.18080 -6.23747 2.67629
C 26.94896 -5.57547 3.91119
C 26.05753 -6.26133 1.77673
N 28.71853 -7.19982 0.86976
C 28.72078 -5.92889 0.16091
C 29.34679 -8.31818 0.19266
H 30.99924 -7.45205 4.83356
H 31.50857 -7.69848 3.14498
H 30.27053 -8.74348 3.81878
H 30.06984 -5.10739 4.47923
H 29.26027 -4.77310 3.00516
H 30.97995 -5.28534 2.96172
H 25.95498 -5.82436 4.29562
H 27.63581 -5.96426 4.66285
H 27.03074 -4.48395 3.84282
H 26.18877 -7.02775 1.01032
H 25.14247 -6.60002 2.28729
H 25.85484 -5.28168 1.33594
H 28.31828 -5.14883 0.80109
H 29.75386 -5.61597 -0.07738
H 28.19259 -6.01591 -0.79175
H 28.85779 -9.23779 0.50211
H 30.42929 -8.33564 0.37465
H 29.22966 -8.20191 -0.88808
C 20.67395 -3.58459 7.34642
Br 21.04725 -1.98565 8.35225
Br 19.85448 -3.14091 5.66276
Br 19.55437 -4.77744 8.35457
H 21.61431 -4.07919 7.14774
C 28.13449 -2.41615 -0.24730
Br 28.34378 -0.49695 -0.09813
Br 26.76225 -2.98916 0.95463
Br 29.79631 -3.27955 0.13882
H 27.85673 -2.62868 -1.26554
```

=====

2.
This record from the OMol25 dataset describes a molecular structure, C43H81AgN4O14 in a non-equilibrium geometry. The level of theory is ωB97M-V with the def2-TZVPD basis set.

Values from the calculation:
- E_HOMO (spin up / spin down): -8.96 / -8.96 eV
- Orbital gap (spin up / spin down): 7.0 / 3.0 eV
- Spin multiplicity: 2
- Total charge: +1

The geometry in XYZ format:
```
143
C43H81AgN4O14 (ωB97M-V with the def2-TZVPD basis set)
Ag 5.08537 -1.27764 0.58589
N 1.58544 -1.04053 1.10293
O 2.82828 -1.14959 1.04759
O 1.03642 -0.57398 0.08200
O 1.01674 -1.26753 2.13979
C 0.46919 -4.85293 3.09899
C -1.04781 -4.69481 2.99225
C -1.57240 -5.82589 3.87160
C -1.59006 -5.56532 5.40818
C -2.32103 -4.22241 5.60513
C -1.83242 -2.98019 4.83736
N -1.56555 -3.38364 3.39817
O -1.53047 -2.38395 2.37860
C -2.89303 -1.88011 4.90562
C -0.49134 -2.52402 5.46826
C -1.51450 -4.95794 1.51286
H 0.86982 -5.79907 2.73509
H 0.75146 -4.75499 4.14724
H 1.01446 -4.01195 2.67059
H -2.53189 -6.19851 3.51296
H -0.94053 -6.71399 3.88252
H -0.57804 -5.47343 5.80249
H -2.06745 -6.33078 6.01996
H -2.39330 -3.92877 6.65234
H -3.30846 -4.44330 5.19980
H -2.41212 -1.01621 4.44681
H -3.78510 -2.10624 4.32152
H -3.15635 -1.68385 5.94497
H 0.08953 -3.38470 5.79982
H 0.13881 -1.80993 4.93808
H -0.67249 -2.00258 6.40815
H -2.58767 -4.77131 1.55247
H -1.38681 -6.00242 1.22852
H -1.12628 -4.35632 0.69101
H -0.61868 -2.09697 2.28980
C -1.48205 -1.89357 -1.65227
C -2.97191 -2.07139 -2.10418
C -3.73925 -0.96603 -1.39842
C -3.63037 0.43100 -2.03541
C -4.02657 0.21437 -3.52247
C -3.19117 -0.82426 -4.32413
N -3.22552 -2.10566 -3.55192
O -2.47565 -3.06090 -4.20979
C -4.00921 -1.04150 -5.61866
C -1.77098 -0.22723 -4.55979
C -3.45969 -3.45367 -1.60712
H -0.84392 -2.38599 -2.38604
H -1.30159 -2.17833 -0.61571
H -1.07785 -0.88392 -1.72517
H -4.77727 -1.29505 -1.44693
H -3.43205 -0.87468 -0.35660
H -2.64512 0.86076 -1.85462
H -4.37347 1.06935 -1.55748
H -4.01009 1.25258 -3.85408
H -5.08302 0.02047 -3.70800
H -4.80121 -1.77518 -5.46851
H -4.39393 -0.09240 -5.99191
H -3.40504 -1.54847 -6.37102
H -1.66287 0.24457 -5.53642
H -1.43093 0.51206 -3.83459
H -1.03238 -1.02854 -4.58137
H -4.42999 -3.61930 -2.07528
H -3.71647 -3.59462 -0.55722
H -2.81722 -4.24686 -1.98947
H -3.18745 -3.58646 -4.58226
C 1.11894 6.43920 -0.60413
C 1.02314 5.80063 -2.08715
C 2.53264 5.62401 -2.62394
C 2.65695 4.49658 -3.63237
C 2.00317 3.13811 -3.27649
C 0.57201 3.28393 -2.73776
N 0.38335 4.43143 -1.83933
O -0.83429 4.44051 -1.25594
C -0.50375 3.30149 -3.84841
C 0.33673 1.96401 -1.91802
C 0.27844 6.65995 -3.09938
H 1.21608 5.76696 0.24837
H 0.18351 6.94380 -0.36235
H 1.93714 7.12776 -0.39309
H 2.71430 6.59173 -3.09150
H 3.30434 5.49729 -1.86465
H 3.66896 4.19179 -3.89892
H 2.21779 4.84100 -4.56865
H 2.64760 2.45016 -2.72919
H 2.07017 2.56882 -4.20359
H -0.26453 4.01734 -4.63481
H -0.53320 2.33174 -4.34521
H -1.52954 3.49821 -3.53672
H -0.70234 2.01500 -1.59268
H 0.55433 1.13835 -2.59554
H 0.95288 1.91128 -1.02043
H 0.60176 7.69685 -3.00769
H -0.77923 6.61806 -2.83921
H 0.29101 6.35904 -4.14695
H -0.65111 3.91726 -0.47220
O -3.39328 3.87102 0.94560
C -3.09682 2.75789 1.25228
O -1.78724 2.33136 1.14286
C -1.67962 0.97742 1.50917
C -2.81427 0.77979 2.46945
C -3.92858 1.67863 1.91415
H -0.69521 0.72316 1.90209
H -1.83402 0.21980 0.74087
H -2.57256 0.90985 3.52432
H -3.16338 -0.25262 2.45084
H -4.56492 2.12709 2.67708
H -4.50343 1.14489 1.15733
O 4.94008 -0.30990 2.74226
C 4.34726 -0.48515 3.79286
O 4.11996 0.53450 4.63989
C 3.79953 0.07583 5.94524
C 3.14807 -1.25535 5.64209
C 3.92212 -1.77308 4.41856
H 3.02440 0.74356 6.32129
H 4.62404 0.11900 6.65688
H 2.11595 -1.09835 5.32875
H 3.21588 -2.03694 6.39880
H 3.29376 -2.42409 3.81074
H 4.82294 -2.30740 4.72044
O 3.92088 -1.81498 -1.61545
C 3.51378 -1.50991 -2.72509
O 2.91168 -0.31272 -2.95319
C 2.21935 -0.32670 -4.17896
C 2.29927 -1.67354 -4.64540
C 3.58880 -2.22777 -4.01975
H 2.69676 0.33412 -4.90249
H 1.19825 0.04092 -4.07743
H 2.25539 -1.79800 -5.72738
H 1.34257 -2.15057 -4.43258
H 4.56142 -1.97511 -4.44196
H 3.51814 -3.28010 -3.74459
O 4.43395 0.75309 -0.17885
C 4.29639 1.88656 0.12379
O 5.19793 2.86431 -0.31022
C 4.85463 4.11250 0.27106
C 3.86248 3.78002 1.35524
C 3.17819 2.56352 0.86757
H 4.43895 4.77099 -0.49164
H 5.72292 4.63006 0.67887
H 3.11211 4.55918 1.48922
H 4.43126 3.54404 2.25463
H 2.41855 2.85975 0.14418
H 2.66148 1.87156 1.53261
```

=====

3.
This record from the OMol25 dataset describes 3 unconnected molecules or ions with the total composition C3H13N2O in a non-equilibrium geometry. The level of theory is ωB97M-V with the def2-TZVPD basis set.

Values from the calculation:
- E_HOMO: -14.04 eV
- Orbital gap: 4.6 eV
- Total charge: +1

The geometry in XYZ format:
```
19
C3H13N2O (ωB97M-V with the def2-TZVPD basis set)
C 0.06528 -0.30418 2.26519
C -0.47936 0.78150 1.27290
C 0.54292 1.75939 0.42046
N 0.13619 1.69190 -0.99000
N 0.85610 -1.29211 1.57442
H 0.68259 0.24548 3.03389
H -0.64628 -0.93937 2.82162
H -1.01137 0.22264 0.48159
H -1.17893 1.51628 1.69475
H 1.49449 1.31139 0.64030
H 0.55259 2.80205 0.77002
H 0.29609 0.73533 -1.35657
H 0.56291 2.31206 -1.67805
H 1.48425 -1.85546 2.06763
H -2.50459 -2.68010 -5.25688
H 0.90485 -1.22619 0.53335
H 0.42434 -1.70117 -1.40463
H -2.63953 -2.52254 -5.99022
O 0.45744 -0.85688 -0.89976
```